Record 1
The following is a DFT calculation (ωB97M-V/def2-TZVPD) of a molecular structure, C28H40IrN3O7PS2Se2.

For the relative energy (zero: lowest compared OMol25 entry of this formula, charge and spin), the calculation gives 0.00 kJ/mol. The frontier orbital gap (spin up / spin down) is 0.225 / 0.219 Ha. Its maximum force is 0.62 eV/A. As for the HOMO energy (spin up / spin down): -3.9 / -4.5 eV.

The geometry in ORCA input format:
```
! RIJCOSX wB97M-V def2-TZVPD def2/J DEFGRID3
* xyz -1 5
Ir -0.0570 -0.6189 -0.0544
C -5.7866 3.7945 1.6279
O -5.3767 4.3019 2.8827
C -4.7921 3.4178 3.7437
C -4.7016 2.0504 3.5134
C -4.0408 1.2373 4.4207
C -3.4350 1.7774 5.5634
C -3.5869 3.1563 5.8057
C -4.2520 3.9629 4.9133
N -2.5882 1.0827 6.4055
N -2.4330 -0.2010 6.1217
C -1.7207 -0.6393 5.0943
C -1.8089 -2.0203 4.7684
C -1.4123 -2.5173 3.5511
C -0.8979 -1.6824 2.5390
O -0.6683 -2.1156 1.3468
C -0.6434 -0.3059 2.9071
N -0.0776 0.4736 1.9618
C 0.2499 1.7137 2.2185
C 0.0532 2.2736 3.4852
C -0.5687 1.5228 4.4530
C -0.9733 0.2060 4.1757
H -6.1523 4.6468 1.0608
H -6.5914 3.0624 1.7362
H -4.9506 3.3314 1.0943
H -5.1151 1.6048 2.6200
H -3.9594 0.1790 4.2179
H -3.1305 3.5708 6.6958
H -4.3462 5.0283 5.0801
H -2.2901 -2.6642 5.4935
H -1.5488 -3.5642 3.3118
H 0.6806 2.2662 1.3930
H 0.3760 3.2870 3.6863
H -0.7482 1.9359 5.4354
O -1.9081 2.6379 0.2094
C -1.8580 3.1783 -1.0989
C -2.0588 2.0894 -2.1608
C -2.7968 2.8098 -3.3126
O -2.9821 2.0279 -4.4804
C -0.7476 1.5390 -2.7455
Se 0.7468 1.1371 -1.5550
C -2.9692 0.9609 -1.6837
Se -2.3537 -0.4234 -0.4381
H -1.7505 3.3448 0.8423
H -0.9003 3.6796 -1.2847
H -2.6611 3.9237 -1.2095
H -2.2472 3.7311 -3.5545
H -3.8004 3.0937 -2.9864
H -2.1180 1.7096 -4.7624
H -0.3317 2.2815 -3.4368
H -0.9688 0.6353 -3.3182
H -3.3073 0.4121 -2.5639
H -3.8549 1.3778 -1.1982
C 3.8542 0.0383 -3.0529
C 4.7713 -0.2970 -1.8935
C 4.9563 -1.7941 -1.7275
O 4.2419 0.3907 -0.7419
P 3.7407 -0.1709 0.6758
S 5.1792 -0.9525 1.7316
S 2.1750 -1.4477 0.4900
O 3.1103 1.1767 1.2509
C 3.7167 2.4842 1.3608
C 3.5133 3.2750 0.0811
C 5.1698 2.4454 1.7927
H 4.2310 -0.4142 -3.9727
H 3.7876 1.1180 -3.1880
H 2.8451 -0.3276 -2.8517
H 5.7529 0.1596 -2.0588
H 4.0006 -2.2901 -1.5467
H 5.6192 -2.0224 -0.8978
H 5.3860 -2.1891 -2.6508
H 3.1313 2.9517 2.1591
H 4.1201 2.8637 -0.7253
H 3.8059 4.3144 0.2513
H 2.4705 3.2410 -0.2299
H 5.7972 1.9949 1.0233
H 5.2976 1.8698 2.7071
H 5.5030 3.4724 1.9614
C 1.2236 -2.6925 -2.7262
O 0.2392 -2.7741 -1.7080
H 1.1525 -3.5351 -3.4218
H 2.2332 -2.6460 -2.3077
H 1.0421 -1.7639 -3.2666
H 0.5174 -3.4126 -1.0428
*
```

These are the Löwdin partial charges, in e, on atoms 1 to 2: 0.581 -0.087


Record 2
The following is a DFT calculation (ωB97M-V/def2-TZVPD) of 8 unconnected molecules or ions with the total composition C28H40O24 in a non-equilibrium geometry.

For the relative energy (zero: lowest compared OMol25 entry of this formula, charge and spin), the calculation gives 269.84 kJ/mol. The frontier orbital gap is 0.397 Ha. Its maximum force is 4.39 eV/A. As for the HOMO energy: -10.6 eV. The structure (SMILES) is C[C@H]1COC(=O)O1.C[C@H]1COC(=O)O1.C[C@H]1COC(=O)O1.C[C@H]1COC(=O)O1.O=C1OCCO1.O=C1OCCO1.O=C1OCCO1.O=C1OCCO1.

The geometry in ORCA input format:
```
! RIJCOSX wB97M-V def2-TZVPD def2/J DEFGRID3
* xyz 0 1
C 0.1651 -1.6466 -4.4976
C 0.4686 -0.3166 -5.1006
C 0.9024 -0.1935 -6.5353
O 0.2990 1.0503 -6.8519
C -0.7643 1.2338 -6.1513
O -1.5726 2.1023 -6.3447
O -0.7116 0.3663 -5.0841
H -0.3971 -2.3282 -5.1358
H -0.2826 -1.5422 -3.5093
H 1.1117 -2.0989 -4.2018
H 1.1752 0.1832 -4.4381
H 0.6424 -0.9680 -7.2568
H 1.9771 -0.0121 -6.5466
C -5.5784 1.7816 -1.3309
C -5.7553 0.6906 -0.2570
C -4.5964 0.7848 0.7681
O -5.2689 0.9808 2.0005
C -6.5880 0.9717 1.7737
O -7.4414 1.1211 2.6371
O -6.9137 0.9021 0.4678
H -5.7866 2.7513 -0.8787
H -6.2253 1.7395 -2.2072
H -4.5798 1.8530 -1.7618
H -5.7516 -0.3401 -0.6119
H -3.9233 1.6029 0.5116
H -3.8868 -0.0419 0.7320
C 5.8207 -0.9156 -2.3036
C 4.5785 -0.9555 -1.3591
C 3.2038 -0.9454 -2.0235
O 2.9313 -2.3221 -2.1744
C 3.6783 -3.0644 -1.4425
O 3.6488 -4.2697 -1.3397
O 4.4598 -2.2593 -0.7409
H 6.1292 0.1264 -2.2185
H 5.6541 -1.1367 -3.3578
H 6.5788 -1.6021 -1.9264
H 4.6449 -0.0817 -0.7109
H 3.1826 -0.3530 -2.9383
H 2.4663 -0.6425 -1.2804
C -0.6612 1.3983 -1.8220
C -1.3346 0.8747 -0.5484
C -0.4323 0.0520 0.3380
O -0.7960 0.5595 1.6138
C -1.4281 1.7289 1.4692
O -1.6559 2.4771 2.3758
O -1.6525 1.9845 0.1933
H 0.3691 1.6795 -1.6040
H -1.1508 2.2991 -2.1921
H -0.7543 0.6611 -2.6196
H -2.2854 0.3993 -0.7894
H 0.6103 0.1504 0.0357
H -0.6586 -1.0084 0.2262
O 2.6805 1.7187 7.0375
C 1.6440 1.4074 6.4406
O 1.1299 1.9470 5.3630
C 0.1156 1.1400 4.8042
C -0.3490 0.3833 6.0441
O 0.7487 0.4390 6.9089
H -0.5980 1.8729 4.4277
H 0.4010 0.4270 4.0308
H -0.5519 -0.5717 5.5594
H -1.2422 0.8220 6.4888
O 2.9888 1.3972 -0.0617
C 2.5143 2.2800 0.6461
O 2.2679 3.5149 0.2399
C 1.4669 4.2153 1.2101
C 1.6879 3.4266 2.4175
O 2.1777 2.1974 1.9005
H 1.8316 5.1984 1.5077
H 0.4324 4.3064 0.8791
H 0.7563 3.3461 2.9776
H 2.5139 3.7700 3.0403
O 1.8387 -2.0726 1.5971
C 2.8747 -1.7668 2.2020
O 3.0296 -0.6564 2.9216
C 4.3361 -0.6302 3.4265
C 5.0893 -1.7620 2.7503
O 3.9576 -2.5192 2.1991
H 4.8887 0.2825 3.2034
H 4.2180 -0.7303 4.5054
H 5.6823 -2.3196 3.4753
H 5.6623 -1.3410 1.9241
O -3.5361 -1.2466 -1.7615
C -3.7380 -2.3108 -1.2079
O -3.8070 -3.5234 -1.5980
C -4.2583 -4.4400 -0.5439
C -3.9832 -3.6052 0.6680
O -3.9537 -2.3058 0.1340
H -5.3240 -4.5926 -0.7145
H -3.7492 -5.4031 -0.5062
H -2.9818 -3.8865 0.9937
H -4.7270 -3.8696 1.4196
*
```

These are the Löwdin partial charges, in e, on atoms 1 to 2: -0.004 -0.398